(1)
Density functional theory data (the ωB97M-V functional and the def2-TZVPD basis) for a cluster of 3 separate species, C12H27BrO9S2 in total.

Properties
LUMO (eV): 0.24
HOMO level (Ha): -0.3809
Kohn-Sham gap (eV): 10.6024
Energy (eV): -123021.4920
Largest force on an atom (eV/Å): 0.56
Structure (SMILES): CCCC[C@H](Br)OC(=O)O.CCOS(C)(=O)=O.CCOS(C)(=O)=O

Structure (ORCA input):
```
! wB97M-V def2-TZVPD RIJCOSX def2/J DEFGRID3
* xyz 0 1
C 3.9894 3.2358 0.6261
C 2.8026 4.2143 0.6241
C 1.9081 3.9619 -0.5874
C 0.6620 4.8409 -0.7496
C -0.2145 5.0603 0.4725
Br 0.4531 6.4139 1.6788
O -0.3791 3.8695 1.2407
C -1.0926 2.8894 0.6361
O -0.6596 1.7978 0.4287
O -2.3951 3.2477 0.4297
H 4.7409 3.5521 -0.1000
H 4.4416 3.1550 1.6138
H 3.6572 2.2355 0.3321
H 2.2446 4.0826 1.5515
H 3.2066 5.2298 0.5934
H 1.6280 2.9069 -0.5992
H 2.5222 4.1251 -1.4806
H 0.0140 4.3580 -1.4950
H 0.9083 5.8210 -1.1639
H -1.1961 5.4351 0.1775
H -2.5632 3.4155 -0.5077
O -0.5604 -3.1111 1.7897
S -1.7597 -3.1779 2.5707
O -3.0087 -3.4228 1.9175
O -1.8582 -1.8702 3.4566
C -1.7623 -0.5945 2.7683
C -3.0116 -0.2355 1.9952
C -1.5585 -4.3325 3.8808
H -0.8825 -0.6071 2.1243
H -1.5794 0.1238 3.5643
H -3.1824 -0.9231 1.1689
H -2.9018 0.7665 1.5833
H -3.8914 -0.2618 2.6385
H -0.6180 -4.1338 4.3861
H -1.5481 -5.3194 3.4237
H -2.4014 -4.2388 4.5595
O 1.2681 -1.6612 -3.3611
S 1.0534 -2.9958 -3.8324
O 0.1009 -3.2260 -4.8748
O 0.7424 -3.9355 -2.5969
C -0.3237 -3.5423 -1.6938
C -1.7038 -3.7509 -2.2810
C 2.5876 -3.7264 -4.2857
H -0.1702 -2.5087 -1.3837
H -0.1905 -4.1704 -0.8172
H -1.8829 -3.0974 -3.1333
H -2.4518 -3.5367 -1.5171
H -1.8262 -4.7798 -2.6195
H 3.3044 -3.5675 -3.4856
H 2.9110 -3.2270 -5.1962
H 2.4276 -4.7846 -4.4710
*
```

Atom charges from the Mulliken analysis, given in e for atoms 1 to 5: -1.319 -0.203 -0.502 -0.826 -0.193

(2)
Density functional theory data (the ωB97M-V functional and the def2-TZVPD basis) for a structure of composition C12H27F3O8PtS3 in a non-equilibrium geometry.

Properties
LUMO (alpha / beta) (eV): 0.14 / -0.98
HOMO level (alpha / beta) (Ha): -0.3224 / -0.3678
Kohn-Sham gap (alpha / beta) (eV): 8.9172 / 9.0284
Expectation value of S²: 2.004
Energy (eV): -73164.3714
Largest force on an atom (eV/Å): 2.80
Energy relative to the best compared isomer or geometry (same formula, charge and spin) (kcal per mole): 15.0

Structure (ORCA input):
```
! wB97M-V def2-TZVPD RIJCOSX def2/J DEFGRID3
* xyz 0 3
Pt 0.4856 0.4976 0.3681
C -0.2575 -4.6649 -1.0778
C -1.7672 -4.4524 -1.0710
C -2.1436 -3.0195 -1.4216
S -1.7077 -1.5959 -0.2930
O -0.2128 -1.5978 -0.2138
C -2.3484 -2.1683 1.3483
C -1.4730 -3.0960 2.1799
C -0.3310 -2.3712 2.8805
H -0.0130 -5.6860 -0.7940
H 0.2350 -3.9810 -0.3932
H 0.1529 -4.4845 -2.0678
H -2.1935 -4.7418 -0.1085
H -2.2330 -5.1004 -1.8204
H -3.2211 -2.9175 -1.5632
H -1.6400 -2.7206 -2.3421
H -3.3237 -2.6063 1.1367
H -2.4920 -1.2396 1.9034
H -1.0617 -3.8999 1.5737
H -2.1197 -3.5473 2.9381
H 0.3599 -1.9542 2.1514
H 0.2094 -3.0708 3.5160
H -0.7128 -1.5591 3.4949
C 1.6084 0.5559 3.6360
S 0.3924 1.6072 2.8326
O -0.1581 2.5095 3.8042
O 1.0519 2.2608 1.6846
O -0.6503 0.6781 2.2820
H 2.2345 1.1964 4.2390
H 2.1751 0.0468 2.8645
H 1.0715 -0.1464 4.2539
C -2.9027 1.7727 0.3704
C -1.8743 2.7327 -0.2136
O -0.9071 1.9853 -0.9501
C -0.0809 2.7614 -1.8197
C 1.0204 3.5707 -1.1456
H -3.6979 2.3393 0.8494
H -2.4259 1.1455 1.1180
H -3.3155 1.1429 -0.4160
H -1.3934 3.2990 0.5893
H -2.3577 3.4369 -0.9075
H -0.7312 3.4318 -2.4013
H 0.3646 2.0291 -2.4992
H 0.6258 4.2271 -0.3743
H 1.5090 4.1775 -1.9041
H 1.7602 2.9115 -0.6938
F 2.9508 -2.4765 -1.4344
C 3.7203 -1.3924 -1.5533
F 3.8509 -1.1337 -2.8571
F 4.9315 -1.6959 -1.0830
S 2.9464 0.0534 -0.6314
O 2.5956 -0.5318 0.6601
O 3.9360 1.0775 -0.6199
O 1.7702 0.3209 -1.4658
*
```

Atom charges from the Mulliken analysis, given in e for atoms 1 to 5: 2.727 -1.099 -0.345 -1.000 0.619

(3)
Density functional theory data (the ωB97M-V functional and the def2-TZVPD basis) for a cluster of 2 separate species, C12H27IO6P in total in a non-equilibrium geometry.

Properties
LUMO (eV): 0.67
HOMO level (Ha): -0.0920
Kohn-Sham gap (eV): 3.1697
Energy (eV): -42556.5291
Largest force on an atom (eV/Å): 2.90

Structure (ORCA input):
```
! wB97M-V def2-TZVPD RIJCOSX def2/J DEFGRID3
* xyz -1 1
C 1.3849 0.4375 3.7450
O 0.0528 0.5535 4.2400
C -0.5939 1.7325 3.7823
C -0.7755 1.7923 2.2174
C -1.7993 0.6955 1.7482
C -1.4839 0.3043 0.2472
C -0.4136 -0.8515 0.2538
C 0.0703 -1.2348 -1.1899
C 0.7843 0.0110 -1.8782
C 2.1211 0.4027 -1.1642
C 2.5238 1.9159 -1.3050
O 1.4001 2.8262 -1.2389
P 0.8743 3.2992 -2.7299
O 1.3559 2.4492 -3.8787
O 1.1863 4.9136 -3.0173
O -0.8103 3.1873 -2.6392
I -1.6183 2.6355 -4.3927
H 2.1264 0.3774 4.5843
H 1.7071 1.2906 3.1091
H 1.4490 -0.5289 3.1935
H -0.1091 2.6744 4.1429
H -1.6308 1.7181 4.2003
H 0.2087 1.7263 1.6939
H -1.2032 2.7899 1.9647
H -1.6662 -0.1791 2.4286
H -2.8250 1.1207 1.8568
H -2.3903 -0.1045 -0.2572
H -1.1151 1.2455 -0.2275
H 0.4266 -0.5314 0.9149
H -0.9056 -1.7380 0.7129
H 0.7328 -2.1203 -1.1949
H -0.8454 -1.4204 -1.8023
H 0.9990 -0.2966 -2.9293
H 0.0205 0.8163 -1.9116
H 2.1057 0.1192 -0.0904
H 2.9307 -0.1950 -1.6511
H 3.1583 2.1538 -0.4129
H 3.1862 2.1117 -2.1809
H 0.8914 5.3821 -2.2197
C -1.8349 -5.2225 -1.4794
C -1.0156 -5.1303 -0.1692
O -0.4375 -3.9210 -0.0924
H -1.1981 -5.0959 -2.3602
H -2.3193 -6.2114 -1.5618
H -2.6260 -4.4671 -1.5115
H -0.3422 -6.0237 -0.1892
H -1.7370 -5.4098 0.6396
*
```

Atom charges from the Mulliken analysis, given in e for atoms 1 to 5: -0.647 -0.376 -0.701 0.074 -0.895

(4)
Density functional theory data (the ωB97M-V functional and the def2-TZVPD basis) for a structure of composition C12H27MoO3S5Si.

Properties
LUMO (eV): -13.51
HOMO level (Ha): -0.7142
Kohn-Sham gap (eV): 5.9269
Energy (eV): -82908.9749
Largest force on an atom (eV/Å): 0.87
Energy relative to the best compared isomer or geometry (same formula, charge and spin) (kcal per mole): 2.0

Structure (ORCA input):
```
! wB97M-V def2-TZVPD RIJCOSX def2/J DEFGRID3
* xyz 3 1
Mo 1.2683 -2.7179 -0.4734
C 0.5453 -1.4090 -3.5247
C -0.4178 -0.7320 -2.5812
C -1.7548 -1.4050 -2.4346
C -0.4710 0.7635 -2.7021
O 0.3419 -0.9848 -1.0700
Si -0.0638 -0.0206 0.2251
S 1.8686 -2.3807 1.4310
O -1.2986 -0.6379 0.9595
C -2.1448 -0.1008 2.1642
C -2.5796 1.2940 1.7877
C -1.2207 -0.1483 3.3551
C -3.2879 -1.0851 2.2426
O 0.6836 1.3071 0.4478
C 1.8431 2.3374 0.6118
C 2.9664 1.7958 -0.2402
C 1.2629 3.6338 0.1089
C 2.1418 2.3370 2.0901
H 0.1750 -1.2729 -4.5457
H 0.5744 -2.4973 -3.3679
H 1.5472 -0.9794 -3.4801
H -2.2514 -1.3503 -3.4088
H -2.3950 -0.9110 -1.7078
H -1.6633 -2.4698 -2.1801
H -1.0045 1.0019 -3.6264
H 0.5170 1.2153 -2.7556
H -1.0569 1.2225 -1.9024
H -1.7308 1.9647 1.6587
H -3.1854 1.6995 2.5980
H -3.1961 1.2906 0.8902
H -0.3440 0.4814 3.2081
H -0.9167 -1.1685 3.5809
H -1.7475 0.2387 4.2273
H -3.8775 -1.0833 1.3290
H -3.9425 -0.7866 3.0607
H -2.9347 -2.0919 2.4504
H 2.6885 1.7571 -1.2929
H 3.2885 0.8100 0.1045
H 3.8230 2.4633 -0.1525
H 1.0147 3.5757 -0.9486
H 2.0112 4.4140 0.2320
H 0.3842 3.9222 0.6824
H 2.4766 1.3565 2.4277
H 1.2772 2.6560 2.6690
H 2.9491 3.0434 2.2817
S 3.1743 -3.6344 -1.3559
S 3.0933 -5.6810 -1.5584
S 1.3440 -6.3136 -1.1394
S 0.2251 -4.7192 -0.3754
*
```

Atom charges from the Mulliken analysis, given in e for atoms 1 to 5: 0.209 -1.595 1.271 -1.311 -1.316

(5)
Density functional theory data (the ωB97M-V functional and the def2-TZVPD basis) for a structure of composition C12H27N3OPtSi in a non-equilibrium geometry.

Properties
LUMO (alpha / beta) (eV): 0.02 / 0.29
HOMO level (alpha / beta) (Ha): -0.2610 / -0.2540
Kohn-Sham gap (alpha / beta) (eV): 7.1238 / 7.2023
Energy (eV): -30522.3363
Largest force on an atom (eV/Å): 1.04
Energy relative to the best compared isomer or geometry (same formula, charge and spin) (kcal per mole): 42.1

Structure (ORCA input):
```
! wB97M-V def2-TZVPD RIJCOSX def2/J DEFGRID3
* xyz 0 1
Pt 0.4342 0.7691 -0.3780
N 4.2802 2.7729 -0.3783
C 3.0270 2.4766 0.0385
O 2.8061 1.4896 0.7361
C 1.9109 3.3903 -0.3986
C 0.9121 2.5877 -1.2293
H 5.0001 2.0876 -0.2202
H 4.4338 3.4792 -1.0742
H 2.3132 4.2594 -0.9308
H 1.4262 3.7596 0.5093
H 1.3518 2.3292 -2.1976
H 0.0343 3.2142 -1.4151
N -1.7610 1.1281 -0.6997
C -2.3115 2.4291 -0.2706
C -3.0285 2.3629 1.0691
C -2.2316 1.7715 2.2292
C -0.8748 2.4415 2.4668
N 0.1809 1.5547 1.9799
H -1.7207 1.0654 -1.7100
H -2.3035 0.3381 -0.3718
H -3.0188 2.8120 -1.0092
H -1.4856 3.1377 -0.2218
H -3.9481 1.7810 0.9469
H -3.3381 3.3802 1.3233
H -2.0538 0.7071 2.0467
H -2.8462 1.8311 3.1283
H -0.7546 2.6927 3.5236
H -0.8122 3.3807 1.9107
H 0.1742 0.6713 2.4749
H 1.1132 1.9386 2.0852
C 1.3219 -5.0608 0.3436
Si 0.2240 -4.2875 -0.9370
C 0.7648 -4.8372 -2.6186
C -1.5288 -4.8182 -0.6450
C 0.3186 -2.4927 -0.7552
C 0.3766 -1.2824 -0.5470
H 1.3501 -6.1520 0.2624
H 0.9744 -4.7965 1.3464
H 2.3410 -4.6792 0.2353
H 0.7194 -5.9289 -2.6834
H 1.7930 -4.5251 -2.8197
H 0.1261 -4.4197 -3.4013
H -1.6490 -5.9018 -0.7391
H -2.1958 -4.3344 -1.3637
H -1.8455 -4.5226 0.3589
*
```

Atom charges from the Mulliken analysis, given in e for atoms 1 to 5: 0.611 -0.405 0.467 -0.662 -0.370

(6)
Density functional theory data (the ωB97M-V functional and the def2-TZVPD basis) for a cluster of 8 separate species, C12H27N7O16S in total in a non-equilibrium geometry.

Properties
LUMO (eV): -0.29
HOMO level (Ha): -0.2848
Kohn-Sham gap (eV): 7.4620
Energy (eV): -66889.2517
Largest force on an atom (eV/Å): 1.52
Energy relative to the best compared isomer or geometry (same formula, charge and spin) (kcal per mole): 0.0
Structure (SMILES): C[N+](=O)[O-].C[N+](=O)[O-].C[N+](=O)[O-].C[N+](=O)[O-].C[N+](=O)[O-].C[N+](=O)[O-].O=S1(=O)OCCO1.c1cc[nH]c1

Structure (ORCA input):
```
! wB97M-V def2-TZVPD RIJCOSX def2/J DEFGRID3
* xyz 0 1
C -8.6914 14.1062 -3.2954
N -9.1738 13.6979 -1.9668
O -8.6562 14.2229 -1.0010
O -10.1260 12.9406 -1.9145
H -8.8805 15.1714 -3.4118
H -9.1201 13.4902 -4.0750
H -7.6045 14.0296 -3.3399
C -14.5926 9.5256 -3.6770
N -14.7552 10.9669 -3.4470
O -14.8688 11.3923 -2.3182
O -14.8583 11.6537 -4.4510
H -13.6067 9.3390 -4.0937
H -15.3797 9.1647 -4.3280
H -14.6596 9.0182 -2.7168
C -17.1297 16.1297 -5.7699
N -16.5732 16.7015 -7.0216
O -17.2898 16.6356 -8.0001
O -15.4607 17.1714 -6.9839
H -17.6563 15.2092 -5.9975
H -17.8549 16.8277 -5.3528
H -16.3353 15.9992 -5.0419
C -16.4254 13.5116 -3.2908
N -16.7725 13.3487 -1.8604
O -17.4761 12.4046 -1.5511
O -16.4179 14.2335 -1.1001
H -16.9839 14.3988 -3.5962
H -16.7862 12.6755 -3.8749
H -15.3663 13.7380 -3.3633
C -13.3965 13.8764 3.0093
N -14.1054 13.3582 1.8137
O -15.2305 13.7314 1.5780
O -13.5496 12.5027 1.1475
H -13.5836 13.0861 3.7368
H -13.8423 14.8084 3.3325
H -12.3379 13.9317 2.7858
C -15.5774 17.3381 -0.1565
N -16.0724 17.9963 1.0959
O -15.8535 19.1672 1.2625
O -16.6908 17.2918 1.8670
H -16.3069 17.5754 -0.9216
H -15.4825 16.2738 0.0269
H -14.5880 17.7550 -0.3221
C -13.2789 13.9658 -1.5051
C -12.3593 15.0691 -1.0658
O -12.7790 16.2074 -1.8363
S -13.3547 15.7494 -3.2781
O -12.3547 15.9502 -4.2799
O -14.6314 16.3708 -3.4790
O -13.4374 14.1957 -2.9168
H -14.2775 14.0319 -1.0674
H -12.9079 12.9672 -1.3008
H -11.3072 14.9147 -1.2876
H -12.4242 15.3337 -0.0120
N -12.0372 20.0637 -7.2112
C -10.6952 19.8656 -7.4320
C -10.4407 18.5605 -7.0911
C -11.6332 17.9598 -6.6964
C -12.6438 18.8991 -6.8163
H -12.4604 20.9588 -7.3649
H -10.0882 20.6245 -7.8942
H -9.4683 18.1025 -7.1896
H -11.6441 16.9636 -6.2924
H -13.7097 18.8716 -6.6855
*
```

Atom charges from the Mulliken analysis, given in e for atoms 1 to 5: -0.768 0.852 -0.521 -0.485 0.307

- What is the energy in the second record?
  -73164.3714 eV

- Which value of largest force on an atom does entry 5 give?
  1.04 eV/Å

- Among the records above, which one has the highest energy?
  C12H27N3OPtSi

- Which of these has the highest energy?
  C12H27N3OPtSi